(1)
One molecule with the formula C5H7NS, computed with ωB97M-V with the def2-TZVPD basis set.

```
14
C5H7NS ωB97M-V with the def2-TZVPD basis set
C 0.10 -0.02 -1.15
C 0.93 0.22 -0.06
C -0.01 0.72 -2.27
C 0.57 -0.14 1.29
C -0.75 -0.94 1.42
N -0.04 1.33 -3.27
S 1.84 -1.23 1.87
H -0.80 -0.56 -0.83
H 1.72 0.86 0.02
H 0.40 0.79 1.78
H -1.54 -0.12 1.43
H -0.83 -1.40 2.46
H -1.07 -1.64 0.71
H -0.53 2.13 -3.40
```

Computed properties:
HOMO level (spin up / spin down) in eV: -7.99 / -7.12
Frontier orbital gap (spin up / spin down) in eV: 7.36 / 5.74
Relative energy (zero: lowest compared OMol25 entry of this formula, charge and spin) in kJ/mol: 415.7

=====

(2)
C28H42FeNO4S5SeSi2 as an isolated structure, computed with ωB97M-V with the def2-TZVPD basis set.

```
84
C28H42FeNO4S5SeSi2 ωB97M-V with the def2-TZVPD basis set
Fe -0.39 -0.44 -0.82
S -0.74 -6.40 3.22
C -0.75 -5.22 2.02
S 0.59 -4.92 0.92
C 0.01 -3.38 0.36
C -1.34 -3.12 0.63
S -2.16 -1.76 0.04
S -2.19 -4.38 1.47
S 0.97 -2.39 -0.62
C -1.60 -3.87 -2.43
Si -1.15 -2.07 -2.70
C -2.70 -1.23 -3.37
C 0.06 -2.12 -4.17
C 1.44 -1.97 -4.08
C 2.27 -2.03 -5.19
C 1.73 -2.26 -6.45
C 0.35 -2.43 -6.57
C -0.46 -2.36 -5.45
H -1.79 -4.28 -3.43
H -2.49 -4.00 -1.82
H -0.79 -4.45 -1.98
H -3.08 -1.80 -4.23
H -2.48 -0.21 -3.70
H -3.48 -1.21 -2.61
H 1.89 -1.81 -3.11
H 3.34 -1.89 -5.07
H 2.37 -2.31 -7.32
H -0.09 -2.62 -7.54
H -1.53 -2.50 -5.58
Se -0.01 1.30 -2.57
C 1.79 1.11 -3.11
C 2.20 1.54 -4.37
C 3.54 1.42 -4.73
N 4.49 0.90 -3.95
C 4.08 0.48 -2.75
C 2.78 0.56 -2.29
H 1.49 1.95 -5.07
H 3.85 1.75 -5.72
H 4.84 0.04 -2.11
H 2.52 0.18 -1.31
C 2.46 2.40 0.75
C 1.81 3.08 1.95
C 2.88 3.47 2.96
C 1.02 4.30 1.50
O 0.95 2.18 2.65
Si -0.36 1.33 2.09
O -0.07 0.57 0.73
O -0.83 0.36 3.33
C -0.09 -0.67 4.01
C 0.47 -0.06 5.28
C 1.04 -1.22 3.13
C -1.09 -1.77 4.31
O -1.58 2.44 1.93
C -2.98 2.35 2.17
C -3.55 1.09 1.52
C -3.26 2.36 3.67
C -3.58 3.59 1.52
H 3.20 3.07 0.29
H 1.72 2.14 -0.01
H 2.97 1.48 1.06
H 3.59 4.19 2.53
H 3.43 2.58 3.28
H 2.41 3.92 3.84
H 1.69 5.02 1.00
H 0.56 4.79 2.36
H 0.24 4.02 0.80
H 1.13 0.78 5.04
H 1.04 -0.80 5.85
H -0.34 0.31 5.91
H 1.80 -0.46 2.95
H 0.65 -1.55 2.18
H 1.51 -2.07 3.62
H -1.90 -1.38 4.94
H -0.61 -2.61 4.82
H -1.52 -2.15 3.38
H -3.11 0.19 1.95
H -3.32 1.09 0.45
H -4.63 1.05 1.64
H -2.81 1.49 4.15
H -4.34 2.36 3.85
H -2.83 3.26 4.12
H -3.36 3.59 0.45
H -3.15 4.49 1.96
H -4.67 3.62 1.66
```

Computed properties:
Net charge: -2
HOMO level (spin up / spin down) in eV: 0.05 / -1.86
Frontier orbital gap (spin up / spin down) in eV: 4.08 / 5.41
Relative energy (zero: lowest compared OMol25 entry of this formula, charge and spin) in kJ/mol: 46.7
Multiplicity: 6
<S²>: 8.9974

=====

(3)
One molecule with the formula C23H39N5O2, computed with ωB97M-V with the def2-TZVPD basis set.

```
69
C23H39N5O2 ωB97M-V with the def2-TZVPD basis set
C 3.95 4.89 -2.56
C 4.97 3.96 -3.21
C 5.92 3.35 -2.17
N 5.24 2.42 -1.30
N 4.69 2.85 -0.16
C 4.11 1.80 0.38
C 4.28 0.66 -0.41
C 3.78 -0.72 -0.15
N 3.04 -1.23 -1.30
C 2.78 -2.65 -1.25
C 1.67 -3.05 -0.26
C 0.38 -2.30 -0.60
N -0.70 -2.78 0.25
C -2.02 -2.89 -0.33
C -2.87 -1.62 -0.20
C -2.99 -1.23 1.28
C -3.76 0.09 1.38
O -3.18 1.15 1.49
N -5.11 0.03 1.30
C -5.88 1.26 1.42
C -6.76 1.18 2.67
O -7.60 0.04 2.63
C -6.85 -1.14 2.52
C -5.97 -1.13 1.26
C -1.58 -1.06 1.85
C -0.76 -2.33 1.62
C 0.67 -0.80 -0.60
C 1.82 -0.50 -1.57
C 5.01 1.10 -1.50
C 5.51 0.35 -2.68
H 3.42 4.37 -1.76
H 3.23 5.24 -3.29
H 4.45 5.75 -2.12
H 5.56 4.51 -3.94
H 4.44 3.15 -3.73
H 6.74 2.82 -2.67
H 6.32 4.14 -1.54
H 3.59 1.89 1.32
H 4.64 -1.39 -0.01
H 3.20 -0.72 0.78
H 3.71 -3.17 -1.01
H 2.47 -2.96 -2.26
H 1.50 -4.13 -0.31
H 1.99 -2.81 0.75
H 0.10 -2.59 -1.63
H -2.54 -3.70 0.20
H -1.93 -3.17 -1.38
H -2.41 -0.80 -0.75
H -3.86 -1.79 -0.64
H -3.50 -2.02 1.83
H -5.18 2.09 1.49
H -6.51 1.37 0.53
H -7.42 2.04 2.74
H -6.12 1.14 3.57
H -7.57 -1.96 2.48
H -6.21 -1.26 3.41
H -5.40 -2.05 1.20
H -6.62 -1.05 0.38
H -1.12 -0.19 1.38
H -1.64 -0.86 2.92
H -1.20 -3.15 2.21
H 0.26 -2.18 1.99
H -0.21 -0.23 -0.91
H 0.96 -0.47 0.40
H 2.05 0.57 -1.56
H 1.51 -0.76 -2.59
H 6.59 0.24 -2.65
H 5.24 0.85 -3.61
H 5.05 -0.64 -2.68
```

Computed properties:
SMILES: CCCn1ncc(CN2CCC(N3CCC(C(=O)N4CCOCC4)CC3)CC2)c1C
HOMO level in eV: -7.99
Frontier orbital gap in eV: 8.72
Relative energy (zero: lowest compared OMol25 entry of this formula, charge and spin) in kJ/mol: 25.6

=====

(4)
A 2-piece molecular cluster, C8H11O5 overall, computed with ωB97M-V with the def2-TZVPD basis set.

```
24
C8H11O5 ωB97M-V with the def2-TZVPD basis set
C 2.92 0.45 -0.19
C 2.48 1.58 0.34
C 3.24 -0.87 0.70
C 2.73 -0.80 1.96
C -2.86 1.22 0.31
C -1.54 1.50 0.32
C -0.72 1.01 -0.85
C -0.22 -0.45 -0.76
O 1.81 2.38 0.98
O 4.02 -1.68 0.13
O 3.43 0.26 -1.47
O -0.86 2.30 1.18
O -1.32 -1.37 -0.76
H 3.02 -1.67 2.48
H 1.95 -0.03 2.12
H -3.53 1.61 0.98
H -3.20 0.62 -0.45
H 0.26 1.52 -0.90
H -1.35 1.30 -1.78
H 0.41 -0.85 -1.46
H 0.40 -0.61 0.08
H 3.80 -0.67 -1.46
H 0.03 2.13 1.04
H -2.01 -0.87 -0.34
```

Computed properties:
Net charge: -1
HOMO level in eV: -3.58
Frontier orbital gap in eV: 6.89
Relative energy (zero: lowest compared OMol25 entry of this formula, charge and spin) in kJ/mol: 0.0

=====

Record order is preserved below.
Energy: -647.4987, -7683.2737, -1324.0601, -687.5545 Ha